Molecular formula: C14H22MoN2OS4SbSe4
Method: DFT, ωB97M-V/def2-TZVPD

calculated total energy	-333024.867	eV
HOMO energy (alpha / beta)	-0.135 / -0.133	hartree
HOMO-LUMO gap (alpha / beta)	5.3213 / 5.6018	eV
total charge	-1
energy above the lowest of the compared OMol25 structures with the same formula, charge and spin	46.7	kJ/mol
expectation value of S²	2.466
spin multiplicity	3
LUMO energy (alpha / beta)	0.0602 / 0.0725	hartree

Cartesian coordinates (Å):
1 Mo -2.273060 -14.921284 -10.093876
2 C -0.467988 -14.288439 -12.687619
3 C 0.485852 -14.440654 -11.533712
4 N -0.034108 -15.324068 -10.452057
5 C 0.288366 -16.761210 -10.595836
6 C -0.700958 -17.494893 -11.555069
7 S -2.476009 -17.007615 -11.569586
8 C -3.062312 -16.228915 -13.168718
9 C -2.795076 -14.720664 -13.270902
10 N -1.888757 -14.220082 -12.199548
11 H -0.235953 -13.371831 -13.268248
12 H -0.375182 -15.154592 -13.383885
13 H 1.486616 -14.743857 -11.929433
14 H 0.615394 -13.480325 -11.021599
15 H 0.401912 -14.934484 -9.567075
16 H 1.322615 -16.878064 -11.009924
17 H 0.239175 -17.217745 -9.613323
18 H -0.300282 -17.499530 -12.588780
19 H -0.735779 -18.534866 -11.211174
20 H -2.672868 -16.798918 -14.026033
21 H -4.138059 -16.323959 -13.156826
22 H -2.324749 -14.475005 -14.243174
23 H -3.695179 -14.099302 -13.255164
24 H -2.179969 -13.217216 -12.138390
25 Se -5.185205 -15.105515 -8.295996
26 Sb -4.148206 -12.673639 -9.410536
27 Se -4.764048 -14.991886 -10.677434
28 Se -1.578452 -13.095104 -8.697870
29 Se -3.761317 -11.532338 -11.639010
30 S -2.155692 -16.732762 -8.539379
31 C -1.319542 -16.623029 -7.003329
32 C -1.582634 -15.569323 -6.109919
33 C -0.863572 -15.538494 -4.919057
34 C 0.067880 -16.543732 -4.604203
35 C 0.274847 -17.625404 -5.475755
36 C -0.408181 -17.649900 -6.698523
37 H -2.308942 -14.799967 -6.401252
38 H -1.026323 -14.740818 -4.247595
39 H 0.693363 -16.448055 -3.712437
40 H 0.967579 -18.406074 -5.170690
41 H -0.281266 -18.472852 -7.421086
42 C 3.632882 -11.752568 -6.705845
43 O 2.591525 -11.357173 -7.676937
44 C 1.716319 -12.335435 -8.114626
45 S 1.747451 -13.918798 -7.579152
46 S 0.598948 -11.570758 -9.147833
47 H 3.458776 -12.727692 -6.191976
48 H 3.687658 -10.980696 -5.943397
49 H 4.558616 -11.779118 -7.278461

Atoms 1-3, force components in eV/Å:
Mo 1.174 -0.783 -1.238
C -0.605 -0.356 -0.273
C 0.519 0.350 0.505

---

Molecular formula: C14H22N3O2
Method: DFT, ωB97M-V/def2-TZVPD

calculated total energy	-23418.575	eV
HOMO energy	-0.432	hartree
HOMO-LUMO gap	9.0626	eV
total charge	+1
energy above the lowest of the compared OMol25 structures with the same formula, charge and spin	1559.4	kJ/mol
spin multiplicity	1
LUMO energy	-0.0987	hartree

Cartesian coordinates (Å):
1 C 4.790873 -0.168221 -0.418493
2 C 3.581174 -0.230800 -1.364393
3 C 3.756610 -0.012408 -2.813941
4 C 2.892684 -0.173745 -3.672875
5 C 1.719624 -0.432724 -3.159848
6 C 1.509425 -0.853082 -1.897403
7 C 2.567177 -0.775362 -0.925395
8 O 2.161904 -0.745818 0.277987
9 C 2.109081 0.375272 1.071106
10 C 0.619925 0.729345 1.383936
11 O 0.200977 1.719326 1.554575
12 N -0.221184 -0.169006 0.845379
13 H 0.061102 -1.005263 0.760706
14 N -1.672724 0.088930 1.068276
15 C -2.346774 0.356557 -0.149455
16 C -3.650595 0.735767 0.147718
17 N -4.416921 0.005878 1.241537
18 C -3.688735 -0.083651 2.382946
19 C -2.517286 -0.603979 2.057045
20 H -1.807805 -0.826945 3.018576
21 H -2.464369 -1.581352 1.697347
22 H -4.246878 -0.789138 2.929383
23 H -3.650024 0.924791 2.682725
24 C -5.802400 0.235671 1.167899
25 H -6.021602 1.650893 1.417887
26 H -6.404897 0.373632 0.249409
27 H -6.268543 -0.255370 2.053212
28 H -4.385040 0.910961 -0.944846
29 H -3.505058 1.786301 0.505807
30 H -1.803012 0.764325 -0.788349
31 H -2.551359 -0.745723 -0.637595
32 H -1.423552 1.244749 1.513633
33 H 2.590921 1.109360 0.700320
34 H 2.558938 0.084661 2.218941
35 H 0.504959 -1.137129 -1.587794
36 H 0.765000 -0.825563 -4.191573
37 H 3.104329 0.128249 -4.787689
38 H 4.916205 -0.013448 -3.094911
39 H 4.955965 0.933472 -0.204995
40 H 5.828010 -0.528267 -1.049599
41 H 4.614940 -0.824522 0.567367

Atoms 1-3, force components in eV/Å:
C 2.144 0.023 -0.600
C 10.214 2.117 -3.616
C 11.412 0.003 7.446

---

Molecular formula: C14H22NO2
Method: DFT, ωB97M-V/def2-TZVPD

calculated total energy	-20455.693	eV
HOMO energy	-0.038	hartree
HOMO-LUMO gap	3.7705	eV
total charge	-1
energy above the lowest of the compared OMol25 structures with the same formula, charge and spin	0.0	kJ/mol
spin multiplicity	1
LUMO energy	0.1002	hartree

Cartesian coordinates (Å):
1 C 2.412858 -2.299656 0.852894
2 C 1.321717 -3.197805 1.549256
3 O 0.065466 -3.198019 0.924750
4 N 0.175481 -3.473644 -0.468171
5 C -1.228457 -3.492909 -0.922052
6 C -2.157182 -2.472058 -0.173393
7 C -3.423745 -2.935795 0.429763
8 C -4.301378 -2.021688 1.158616
9 C -3.937341 -0.612559 1.311779
10 C -2.712304 -0.099761 0.708325
11 C -1.862462 -1.035980 -0.018385
12 C -0.549908 -0.463876 -0.662573
13 H 2.223387 -1.234500 1.184124
14 H 2.387406 -2.317628 -0.261648
15 H 3.448154 -2.541223 1.238738
16 H 1.730287 -4.245307 1.734471
17 H 1.159677 -2.761283 2.580485
18 H -1.655995 -4.535187 -0.710041
19 H -1.296984 -3.306963 -2.027390
20 H -3.738403 -4.005626 0.339632
21 H -5.248720 -2.417390 1.604716
22 H -4.588794 0.084458 1.888888
23 H -2.374725 0.964638 0.790184
24 H 0.355041 -0.988262 -0.271463
25 H -0.623762 -0.677119 -1.765045
26 H -0.418069 0.632882 -0.446994
27 C 1.787539 5.082607 -0.573023
28 C 2.711813 4.288706 -1.475656
29 C 2.564681 2.884393 -0.916681
30 O 1.236826 2.786245 -0.389950
31 C 0.658912 4.094600 -0.335619
32 H 1.446435 6.022401 -1.009352
33 H 2.292864 5.307512 0.371162
34 H 2.343431 4.321812 -2.505381
35 H 3.743296 4.643335 -1.471433
36 H 3.266663 2.707703 -0.094616
37 H 2.715482 2.113140 -1.673962
38 H -0.098733 4.160680 -1.124419
39 H 0.169548 4.239125 0.629465

Atoms 1-3, force components in eV/Å:
C 0.122 0.725 0.645
C 0.384 0.062 0.279
O 0.460 0.277 2.148

---

Molecular formula: C14H22NPt
Method: DFT, ωB97M-V/def2-TZVPD

calculated total energy	-19597.268	eV
HOMO energy (alpha / beta)	-0.363 / -0.468	hartree
HOMO-LUMO gap (alpha / beta)	6.8438 / 5.9958	eV
total charge	+1
expectation value of S²	6.030
spin multiplicity	5
LUMO energy (alpha / beta)	-0.1112 / -0.2473	hartree

Cartesian coordinates (Å):
1 C -1.915095 -1.092854 -3.062404
2 C -2.899249 -0.682431 -1.983389
3 C -1.235947 -0.016122 -3.867761
4 C -1.084151 -2.281420 -2.633424
5 H -1.244034 -0.205977 -4.949121
6 H -0.174638 0.145697 -3.604475
7 H -1.633275 0.994902 -3.729254
8 H -3.928958 -1.061182 -2.155149
9 H -2.963393 0.398822 -1.827904
10 H -2.584831 -1.026683 -0.978861
11 H -1.398706 -3.222213 -3.121665
12 H -1.159160 -2.405856 -1.545819
13 H 0.005153 -2.200585 -2.747106
14 C 0.361847 2.198403 1.301582
15 C 0.100873 2.711093 -0.064875
16 C -1.175239 2.047011 -0.482513
17 H 0.766888 3.252856 -0.736687
18 C -1.828439 1.632202 0.737618
19 C -0.929908 1.736809 1.794583
20 H -1.147787 1.586042 2.853714
21 H 1.243867 2.418199 1.906507
22 H -1.657870 2.270366 -1.441730
23 H -2.897449 1.398499 0.817152
24 C 2.017580 -1.473163 0.983520
25 C 2.382272 -0.074883 0.883899
26 C 2.584661 0.194060 -0.554058
27 H 2.735772 0.569719 1.696554
28 C 1.909689 -0.928948 -1.263121
29 C 1.716583 -1.974037 -0.291498
30 H 1.518505 -3.032210 -0.530724
31 H 2.083996 -2.056879 1.901642
32 H 2.908049 1.113294 -1.053822
33 H 2.018893 -1.078137 -2.339533
34 Pt 0.665377 0.777242 -0.319937
35 N -1.758891 -1.867630 0.924838
36 H -0.775553 -2.122266 0.869545
37 H -1.837389 -1.055511 1.529950
38 H -2.268049 -2.642546 1.363332

Atoms 1-3, force components in eV/Å:
C 0.946 0.743 1.482
C -0.389 0.044 0.249
C 0.138 0.354 -0.253

---

Molecular formula: C14H23BClF4O7PPd
Method: DFT, ωB97M-V/def2-TZVPD

calculated total energy	-66068.398	eV
HOMO energy	-0.340	hartree
HOMO-LUMO gap	9.0556	eV
spin multiplicity	1
LUMO energy	-0.0069	hartree

Cartesian coordinates (Å):
1 Pd -0.246704 -0.001090 -1.261870
2 C -3.244159 1.492217 1.198247
3 O -2.704312 1.361889 -0.098473
4 C -3.650438 0.917109 -1.039009
5 C -2.947460 0.754132 -2.360010
6 O -1.985698 -0.308793 -2.336405
7 C -2.486176 -1.621167 -2.601315
8 H -4.046679 2.237576 1.213371
9 H -2.435378 1.814491 1.850063
10 H -3.639711 0.533908 1.553772
11 H -4.459025 1.652570 -1.159715
12 H -4.100402 -0.031785 -0.717020
13 H -2.388570 1.657733 -2.601449
14 H -3.663160 0.548516 -3.159091
15 H -3.108563 -1.583409 -3.495817
16 H -3.054478 -1.994260 -1.749018
17 H -1.619592 -2.244858 -2.796555
18 F 0.457586 0.721104 -3.145610
19 B 1.194438 -0.380796 -3.848292
20 F 0.391974 -1.526944 -3.721862
21 F 2.381442 -0.557315 -3.163984
22 F 1.348526 0.004507 -5.153409
23 Cl 6.596817 2.745891 3.068935
24 C 5.139519 2.346849 2.212897
25 C 5.038208 1.116987 1.582198
26 C 3.871592 0.800387 0.905076
27 C 2.820594 1.708759 0.860765
28 C 2.943753 2.943747 1.486821
29 C 4.103302 3.267571 2.170045
30 C 1.551862 1.394661 0.145854
31 O 1.449555 0.134252 -0.251502
32 O 0.667957 2.208702 -0.056414
33 H 5.867790 0.424935 1.618319
34 H 3.778787 -0.146208 0.390627
35 H 2.119334 3.641391 1.424678
36 H 4.212431 4.223405 2.663028
37 C -2.651827 -2.447634 1.645089
38 O -2.187264 -1.636861 0.552875
39 P -0.681589 -1.128676 0.528239
40 O 0.215658 -2.420447 0.677020
41 C 1.023913 -2.916971 -0.422225
42 O -0.553016 -0.451156 1.949941
43 C 0.625230 -0.527968 2.775191
44 H -1.999635 -3.307289 1.794242
45 H -3.648016 -2.789251 1.376817
46 H -2.699126 -1.858945 2.559964
47 H 1.762037 -3.575029 0.025320
48 H 1.514330 -2.101994 -0.951396
49 H 0.396014 -3.477631 -1.111728
50 H 0.693440 0.410620 3.318188
51 H 1.522715 -0.671629 2.181026
52 H 0.512175 -1.355802 3.473559

Atoms 1-3, force components in eV/Å:
Pd -0.052 -0.518 -0.104
C 0.036 0.047 -0.037
O -0.060 -0.048 -0.021

---

Molecular formula: C14H23BFMgNO4PS
Method: DFT, ωB97M-V/def2-TZVPD

calculated total energy	-53522.107	eV
HOMO energy	-0.413	hartree
HOMO-LUMO gap	2.9928	eV
total charge	+1
spin multiplicity	1
LUMO energy	-0.3034	hartree

Cartesian coordinates (Å):
1 C 0.752545 3.813142 0.525124
2 C 0.951101 2.622728 0.503328
3 B 1.151676 1.021562 0.630103
4 C 2.728077 0.662748 0.646723
5 C 3.354039 0.657945 -0.748082
6 C 3.156882 -0.668626 -1.482027
7 C 4.072088 -1.783204 -0.972034
8 O 3.375377 -3.037754 -0.789464
9 C 2.550790 -3.073294 0.248045
10 O 1.893521 -4.031549 0.542220
11 O 0.413551 0.528133 1.820268
12 C -0.912636 0.517482 1.428430
13 C -1.795312 -0.143634 2.472498
14 C -3.224960 -0.094010 2.029608
15 N -4.015643 -1.058803 1.825170
16 C -0.770288 -0.161859 0.015045
17 P -0.658518 -2.052345 0.179449
18 S -0.362228 -2.926159 -1.531827
19 C -1.873233 0.083951 -1.001689
20 F -1.339982 -0.159307 -2.334563
21 C -2.354172 1.525225 -1.069073
22 C -3.883020 1.560838 -1.253737
23 O 0.356526 0.388575 -0.499352
24 H 0.589780 4.856435 0.639406
25 H 2.931830 -0.270178 1.171556
26 H 3.201963 1.445206 1.238960
27 H 4.423005 0.866619 -0.681199
28 H 2.921715 1.457218 -1.352234
29 H 2.122074 -1.005052 -1.437836
30 H 3.384013 -0.516824 -2.537449
31 H 4.569588 -1.498730 -0.045188
32 H 4.843715 -2.010595 -1.697439
33 H 2.470831 -2.131749 0.807339
34 H -1.262732 1.554643 1.344837
35 H -1.491857 -1.152983 2.745798
36 H -1.700357 0.466206 3.371247
37 H -3.630382 0.905012 1.848935
38 H -3.577035 -1.952575 2.055668
39 H 0.283668 -2.284801 1.186799
40 H -1.897732 -2.390510 0.735248
41 H -2.706623 -0.612286 -0.920578
42 H -2.052298 2.185427 -0.265954
43 H -1.831309 1.941651 -1.956831
44 H -4.277957 2.568544 -1.319731
45 H -4.334876 1.027996 -0.421737
46 H -4.198018 0.977759 -2.144246
47 Mg -2.347200 1.381773 -3.549533

Atoms 1-3, force components in eV/Å:
C -0.156 0.067 0.040
C -0.273 -0.316 -0.131
B 0.891 0.539 0.625